1.
A molecular structure, C31H32F4N2O3PdS2. Source: the OMol25 dataset; level of theory: ωB97M-V with the def2-TZVPD basis set.

Element x y z (Å)
1 Pd -1.857 1.100 -0.127
2 C 1.703 0.836 -3.225
3 C 2.076 1.580 -1.939
4 C 3.401 2.344 -2.074
5 C 2.135 0.650 -0.747
6 C 3.017 -0.416 -0.720
7 C 3.107 -1.253 0.379
8 C 2.289 -1.024 1.472
9 C 1.400 0.032 1.489
10 C 0.544 0.319 2.699
11 C 1.402 0.553 3.942
12 C -0.481 -0.791 2.924
13 C 1.287 0.874 0.363
14 N 0.328 1.853 0.355
15 C 0.608 3.109 0.648
16 C 1.870 3.575 1.115
17 C 2.081 4.900 1.422
18 C 1.077 5.848 1.277
19 C -0.179 5.430 0.841
20 C -0.390 4.111 0.554
21 F -1.642 3.701 0.176
22 H 1.626 1.541 -4.056
23 H 0.736 0.359 -3.075
24 H 2.434 0.070 -3.486
25 H 1.279 2.308 -1.754
26 H 4.233 1.666 -2.275
27 H 3.610 2.868 -1.142
28 H 3.353 3.080 -2.879
29 H 3.664 -0.599 -1.570
30 H 3.809 -2.078 0.384
31 H 2.365 -1.668 2.338
32 H -0.019 1.239 2.501
33 H 1.973 -0.334 4.208
34 H 0.769 0.827 4.785
35 H 2.110 1.360 3.766
36 H -0.007 -1.771 2.991
37 H -1.176 -0.787 2.085
38 H -1.046 -0.612 3.838
39 H 2.664 2.849 1.250
40 H 3.056 5.216 1.782
41 H 1.253 6.892 1.505
42 H -1.000 6.125 0.732
43 F -1.883 2.392 -2.227
44 C -3.194 2.535 -1.931
45 F -3.823 2.298 -3.111
46 F -3.388 3.846 -1.696
47 S -4.228 1.471 -0.713
48 O -4.019 0.113 -1.178
49 O -5.517 2.014 -1.103
50 O -3.953 1.727 0.689
51 N -0.890 -0.691 -1.430
52 S -1.594 -2.023 -1.791
53 C -0.263 -3.275 -1.581
54 C 0.570 -3.456 -2.688
55 C 1.797 -4.069 -2.557
56 C 2.227 -4.503 -1.306
57 C 1.410 -4.312 -0.199
58 C 0.182 -3.698 -0.327
59 C -2.632 -2.663 -0.418
60 C -2.976 -1.821 0.622
61 C -3.798 -2.294 1.632
62 C -4.312 -3.581 1.566
63 C -3.989 -4.406 0.499
64 C -3.139 -3.949 -0.494
65 H -0.302 -0.720 -0.593
66 H 0.230 -3.091 -3.647
67 H 2.435 -4.203 -3.424
68 H 3.196 -4.972 -1.202
69 H 1.752 -4.638 0.774
70 H -0.442 -3.547 0.543
71 H -2.632 -0.772 0.613
72 H -4.046 -1.654 2.467
73 H -4.977 -3.946 2.340
74 H -4.403 -5.406 0.439
75 H -2.865 -4.590 -1.321

Computed properties:
E_HOMO: 0.312 eV
gap between HOMO and LUMO: 4.0 eV
ΔE to the lowest compared entry with this formula, charge and spin: 155.6 kJ/mol
max |F|: 2.30 eV Å⁻¹
charge: -2
2S+1: 1



2.
2 unconnected molecules or ions with the total composition C4H12NS. Source: the OMol25 dataset; level of theory: ωB97M-V with the def2-TZVPD basis set.

Element x y z (Å)
1 C -0.209 2.151 -0.775
2 C 0.295 -0.703 -1.185
3 C 1.269 -0.881 1.019
4 C 0.597 1.238 0.145
5 N 0.649 -0.060 -0.003
6 S -2.463 -1.525 0.770
7 H 0.458 2.991 -1.194
8 H -0.707 1.512 -1.591
9 H -1.012 2.553 -0.238
10 H -0.898 -0.745 -1.306
11 H 0.495 -0.196 -2.077
12 H 0.695 -1.788 -1.132
13 H 1.844 -1.615 0.413
14 H 1.992 -0.386 1.632
15 H 0.422 -1.397 1.582
16 H 1.036 1.860 0.820
17 H -1.236 -1.357 1.315
18 H -3.226 -1.651 1.807

Computed properties:
E_HOMO: -13.308 eV
gap between HOMO and LUMO: 8.5 eV
ΔE to the lowest compared entry with this formula, charge and spin: 221.6 kJ/mol
max |F|: 5.91 eV Å⁻¹
charge: +1
2S+1: 1



3.
A molecular structure, C8H9N2OPtS5. Source: the OMol25 dataset; level of theory: ωB97M-V with the def2-TZVPD basis set.

Element x y z (Å)
1 Pt 0.313 -0.743 -0.847
2 S -3.850 -2.395 -6.539
3 C -3.207 -1.719 -5.177
4 S -1.548 -1.132 -5.307
5 C -0.945 -0.947 -3.679
6 C -3.207 -0.342 -2.839
7 S -3.335 -0.379 -1.009
8 S -4.141 -1.606 -3.733
9 S 0.724 -0.975 -3.298
10 N -1.845 -0.711 -2.723
11 C -1.631 -0.640 -1.399
12 C -0.097 1.145 1.497
13 N 1.073 0.862 2.298
14 C 1.173 1.631 3.519
15 C 2.014 -0.014 1.886
16 C 3.317 -0.081 2.659
17 O 1.890 -0.744 0.908
18 H -0.143 2.211 1.257
19 H -1.009 0.844 2.018
20 H -0.051 0.564 0.531
21 H 0.217 2.125 3.681
22 H 1.951 2.398 3.454
23 H 1.368 0.994 4.385
24 H 3.368 0.569 3.521
25 H 4.113 0.195 1.968
26 H 3.489 -1.109 2.968

Computed properties:
E_HOMO (alpha / beta): -2.451 / -2.454 eV
gap between HOMO and LUMO (alpha / beta): 4.8 / 4.8 eV
max |F|: 2.95 eV Å⁻¹
charge: -1
2S+1: 1